[1]
DFT (wB97M-V/def2-TZVPD) results for a molecular structure, C29H72B3NO12.

Output
LUMO level: 0.6 eV
Kohn-Sham gap: 10.35 eV

Atoms and positions in Å:
C (3.15394, -6.59933, -1.77497)
C (3.21684, -5.31108, -2.53454)
N (3.96802, -4.38204, -2.09941)
C (2.39847, -5.22934, -3.80041)
B (1.39566, -4.02352, -3.84963)
O (0.98654, -3.46072, -5.05528)
B (0.86647, -2.07972, -4.97428)
O (0.14794, -1.57031, -3.92419)
B (-0.16559, -2.60267, -3.03335)
C (-1.59992, -2.84544, -2.46732)
C (-2.15025, -4.22612, -2.84071)
C (-2.22996, -4.49827, -4.34521)
O (-1.48636, -5.68800, -4.73038)
C (-2.12654, -6.84718, -4.42863)
C (-1.66590, -7.62191, -3.22546)
O (-3.03831, -7.26702, -5.13478)
O (0.86638, -3.48327, -2.69537)
H (3.36926, -7.40930, -2.47088)
H (3.89926, -6.60653, -0.99270)
H (2.16238, -6.78458, -1.37150)
H (3.93369, -3.57073, -2.71800)
H (3.05744, -5.17857, -4.66464)
H (1.80513, -6.13839, -3.90827)
H (1.41354, -1.36572, -5.74666)
H (-1.47879, -2.83068, -1.38715)
H (-2.28054, -2.03234, -2.69470)
H (-3.14355, -4.35232, -2.42295)
H (-1.49538, -4.97156, -2.40630)
H (-3.25513, -4.65425, -4.67022)
H (-1.82515, -3.69475, -4.94634)
H (-2.53206, -7.73020, -2.58221)
H (-0.85738, -7.13951, -2.69118)
H (-1.32440, -8.60354, -3.53141)
C (-0.20660, 0.60155, 1.43322)
C (-0.37583, 0.16057, -0.01062)
C (-0.73191, 1.33940, -0.90032)
O (-1.38442, -0.85144, -0.10932)
H (-1.13931, 1.02604, 1.81711)
H (0.04694, -0.24983, 2.06771)
H (0.57873, 1.35368, 1.52686)
H (0.54810, -0.30257, -0.36226)
H (-1.67539, 1.78743, -0.58857)
H (-0.85214, 1.01788, -1.93631)
H (0.04175, 2.10778, -0.86110)
H (-2.21313, -0.46881, 0.19494)
C (1.49644, 4.04060, 4.62646)
C (2.19497, 3.09487, 3.66404)
C (3.69570, 3.06702, 3.90233)
O (1.92101, 3.48047, 2.31202)
H (1.85848, 5.06389, 4.48964)
H (0.42130, 4.05025, 4.44011)
H (1.66535, 3.74644, 5.66076)
H (1.78644, 2.08937, 3.78096)
H (4.12938, 4.05769, 3.74581)
H (4.18071, 2.38518, 3.20213)
H (3.93067, 2.75105, 4.91873)
H (2.27390, 4.36642, 2.18867)
C (-1.28912, 5.36515, 0.35377)
C (-1.48714, 4.95867, -1.09920)
C (-1.81057, 6.15564, -1.98016)
O (-2.52293, 3.98005, -1.19740)
H (-2.20411, 5.81420, 0.75093)
H (-1.05535, 4.49429, 0.96801)
H (-0.47873, 6.08845, 0.45582)
H (-0.58242, 4.47127, -1.46434)
H (-2.74052, 6.63070, -1.65560)
H (-1.95036, 5.84918, -3.01614)
H (-1.01314, 6.90020, -1.94167)
H (-3.33982, 4.38182, -0.88651)
C (6.25810, 2.39113, 8.26563)
C (6.61002, 2.67003, 6.81211)
C (8.11568, 2.72370, 6.60296)
O (6.00751, 3.89091, 6.38408)
H (6.64066, 3.18763, 8.90966)
H (5.17632, 2.35555, 8.39675)
H (6.68147, 1.44372, 8.60184)
H (6.18278, 1.89152, 6.17853)
H (8.55402, 3.53009, 7.19730)
H (8.34899, 2.92348, 5.55713)
H (8.59052, 1.78547, 6.89281)
H (6.36468, 4.60165, 6.92483)
C (0.30794, 0.06678, 7.03428)
C (-0.18425, 1.28341, 7.80404)
C (-1.59938, 1.07963, 8.32352)
O (-0.12247, 2.44532, 6.97778)
H (-0.32778, -0.11588, 6.16345)
H (1.32276, 0.22982, 6.66995)
H (0.30153, -0.82780, 7.65838)
H (0.48585, 1.47995, 8.64170)
H (-2.29183, 0.92640, 7.49131)
H (-1.93558, 1.95994, 8.87145)
H (-1.65901, 0.21387, 8.98439)
H (-0.70470, 2.30392, 6.22481)
C (-0.74034, 9.29058, -5.16508)
C (-0.73238, 7.77201, -5.25416)
C (-0.02855, 7.29030, -6.51375)
O (-2.06689, 7.26806, -5.21052)
H (-1.27935, 9.71922, -6.01434)
H (-1.24753, 9.61722, -4.25690)
H (0.27337, 9.69343, -5.16242)
H (-0.23171, 7.35910, -4.37779)
H (-0.54599, 7.65866, -7.40377)
H (-0.03195, 6.20130, -6.56027)
H (1.00497, 7.63743, -6.54838)
H (-2.53733, 7.61410, -5.97474)
C (-5.81784, -8.98158, -2.39847)
C (-6.18476, -7.54882, -2.75640)
C (-7.14324, -7.49585, -3.93624)
O (-5.00729, -6.79929, -3.04692)
H (-5.31544, -9.46596, -3.24015)
H (-5.13119, -9.00004, -1.55096)
H (-6.70225, -9.56629, -2.14153)
H (-6.64367, -7.06482, -1.89295)
H (-6.67950, -7.93678, -4.82224)
H (-7.39378, -6.46283, -4.17786)
H (-8.06584, -8.03777, -3.72260)
H (-4.57805, -7.20725, -3.81169)

Atom charges from the Mulliken analysis, given in e for atoms 1 to 5: -1.325 1.115 -0.836 -0.819 0.220



[2]
DFT (wB97M-V/def2-TZVPD) results for 9 unconnected molecules or ions with the total composition C29H72ClF3NO10P.

Output
structure (SMILES): C[PH](Cl)(CCF)N(C(=O)F)C(=O)F.CC(C)O.CC(C)O.CC(C)O.CC(C)O.CC(C)O.CC(C)O.CC(C)O.CC(C)O
LUMO level: 0.5 eV
Kohn-Sham gap: 10.20 eV

Atoms and positions in Å:
C (5.34092, 2.05376, 4.05329)
P (4.38685, 1.78333, 5.55390)
Cl (5.46481, 3.45167, 6.61517)
C (4.96297, 0.54244, 6.75971)
C (6.02847, -0.42798, 6.23682)
F (5.82559, -0.79736, 4.91102)
N (3.24553, 0.51450, 4.69099)
C (2.94773, 0.76743, 3.33983)
O (3.34926, 0.21253, 2.38821)
F (2.11975, 1.84893, 3.24162)
C (2.14064, 0.21308, 5.44588)
O (1.93051, 0.49253, 6.57350)
F (1.27530, -0.53582, 4.74239)
H (6.31528, 2.45388, 4.33073)
H (4.82667, 2.80119, 3.43865)
H (5.46033, 1.11852, 3.50604)
H (3.27540, 2.56480, 5.80423)
H (5.41957, 1.10494, 7.57572)
H (4.09929, 0.01752, 7.16350)
H (6.00779, -1.34126, 6.83716)
H (7.02473, 0.01704, 6.30369)
C (0.23185, 5.27424, 0.77178)
C (1.06030, 4.30596, -0.05788)
C (0.18218, 3.32960, -0.82095)
O (2.00390, 3.61562, 0.76388)
H (-0.35840, 4.72269, 1.50948)
H (0.87549, 5.97457, 1.30498)
H (-0.45973, 5.83686, 0.14352)
H (1.67637, 4.87120, -0.76146)
H (-0.41197, 2.73364, -0.12235)
H (0.79193, 2.64183, -1.40764)
H (-0.51130, 3.84977, -1.48004)
H (1.50507, 3.08912, 1.39926)
C (3.06398, -3.53773, 6.02811)
C (2.36581, -4.19105, 7.20930)
C (0.94406, -4.59703, 6.86561)
O (2.39967, -3.33057, 8.34881)
H (2.53050, -2.62781, 5.73745)
H (4.08759, -3.26429, 6.28972)
H (3.09135, -4.19835, 5.16036)
H (2.93144, -5.07369, 7.51516)
H (0.35202, -3.71374, 6.60486)
H (0.46667, -5.08552, 7.71425)
H (0.91432, -5.28438, 6.02032)
H (1.88941, -2.54012, 8.13433)
C (-4.74081, 5.56254, -1.38510)
C (-3.94696, 4.55822, -2.20587)
C (-4.84915, 3.61866, -2.98640)
O (-3.04554, 3.82823, -1.37055)
H (-5.36590, 5.03961, -0.65540)
H (-4.07254, 6.23079, -0.84171)
H (-5.39410, 6.16250, -2.02011)
H (-3.29611, 5.09545, -2.89943)
H (-5.47646, 3.04419, -2.29779)
H (-4.26525, 2.91555, -3.57739)
H (-5.50564, 4.16484, -3.66276)
H (-3.57500, 3.32716, -0.73942)
C (5.14135, -0.59017, -1.44111)
C (3.99158, 0.38525, -1.64605)
C (4.46500, 1.82929, -1.60059)
O (2.95696, 0.14487, -0.69642)
H (5.59145, -0.43487, -0.45603)
H (4.78336, -1.61868, -1.49036)
H (5.91814, -0.45306, -2.19514)
H (3.52668, 0.18959, -2.61547)
H (4.89336, 2.05588, -0.62078)
H (3.63183, 2.51158, -1.75396)
H (5.22558, 2.01746, -2.36100)
H (3.31525, 0.30924, 0.18589)
C (-0.49979, -6.83419, 3.24294)
C (-1.19924, -7.58600, 4.36323)
C (-2.56251, -8.10961, 3.94176)
O (-1.30696, -6.75640, 5.52152)
H (-1.10410, -5.97134, 2.94404)
H (0.47625, -6.47195, 3.56093)
H (-0.35417, -7.46679, 2.36646)
H (-0.57606, -8.42247, 4.68599)
H (-3.21244, -7.27713, 3.65661)
H (-3.03906, -8.64645, 4.76187)
H (-2.47884, -8.78111, 3.08624)
H (-1.83526, -5.98669, 5.27993)
C (-4.69528, 2.16083, -7.88252)
C (-5.80715, 1.71578, -6.94502)
C (-7.11665, 1.51272, -7.68751)
O (-5.97332, 2.65738, -5.88402)
H (-4.96877, 3.11107, -8.34971)
H (-3.76327, 2.30141, -7.33472)
H (-4.52744, 1.42710, -8.67297)
H (-5.51279, 0.78967, -6.44705)
H (-7.42988, 2.45778, -8.13697)
H (-7.89953, 1.18396, -7.00332)
H (-7.01249, 0.76601, -8.47719)
H (-6.24451, 3.49120, -6.28690)
C (5.08102, -6.42507, 1.82838)
C (3.66715, -5.86791, 1.85072)
C (3.65122, -4.36488, 2.07838)
O (2.87222, -6.53974, 2.82964)
H (5.57246, -6.24146, 2.78843)
H (5.06664, -7.50089, 1.65496)
H (5.67827, -5.95302, 1.04739)
H (3.17384, -6.09493, 0.90364)
H (4.10872, -4.12499, 3.04303)
H (2.62881, -3.98712, 2.08410)
H (4.21016, -3.84078, 1.30235)
H (3.26807, -6.37410, 3.69348)
C (-5.63825, 4.36044, -11.29986)
C (-6.97592, 3.80204, -10.84274)
C (-8.07757, 4.06632, -11.85574)
O (-7.33471, 4.32191, -9.56058)
H (-5.70597, 5.44496, -11.42519)
H (-4.86066, 4.15169, -10.56539)
H (-5.33818, 3.92814, -12.25505)
H (-6.88404, 2.72602, -10.67980)
H (-8.21016, 5.14294, -11.99576)
H (-9.02356, 3.64998, -11.51044)
H (-7.83547, 3.62686, -12.82405)
H (-7.42782, 5.27819, -9.64349)

Atom charges from the Mulliken analysis, given in e for atoms 1 to 5: -1.357 0.517 -0.421 -0.661 -0.462



Results for F_max: 1.96 0.88 (in eV Å⁻¹, following the order of the records).